No. 1
C38H40I2InN4O6Sb | ωB97M-V/def2-TZVPD

ΔE to the lowest compared entry with this formula, charge and spin, kcal per mole: 11.2

Atoms and positions in Å:
I (4.55195, 5.39354, 3.02782)
I (2.88591, 2.75331, -2.04372)
Sb (2.23087, -1.93405, 0.81149)
In (-0.13426, -0.03373, 1.31266)
O (-0.93324, 1.76818, 2.10471)
O (0.17921, -4.32739, 3.18772)
O (-0.55094, -2.03824, 2.23707)
O (1.25810, 1.00027, 0.07793)
O (0.67162, -2.38316, -1.68780)
O (-1.05322, 0.12700, -1.08917)
N (0.48694, -3.38855, -3.69135)
N (-2.58585, -1.88039, 1.18249)
N (-2.30437, -0.52543, 1.32056)
N (1.46223, 0.86595, 2.76789)
C (-1.62124, -2.57074, 1.71949)
C (3.46034, -1.89548, 2.57495)
C (-4.59026, 3.69066, 1.93480)
C (1.45025, 0.81984, 4.07718)
C (-4.51085, 2.35586, 1.61467)
C (-2.76029, -4.67307, 1.02643)
C (-0.75531, 0.29973, -2.25682)
C (-1.37493, -3.51719, -2.12387)
C (-3.32538, 0.24773, 1.36853)
C (-1.72987, -4.04768, 1.73062)
C (2.08515, 1.88684, 2.13062)
C (2.78802, 2.88199, 2.83803)
C (1.99351, 1.88272, 0.68554)
C (2.74863, 2.81076, 4.24641)
C (-3.29286, 1.65890, 1.65720)
C (0.48110, 0.18889, -4.86458)
C (-0.81109, 3.93992, -3.24729)
C (-3.42503, 4.35249, 2.33314)
C (-0.01149, 1.48323, -4.26772)
C (2.76822, 2.81629, 0.02937)
C (-1.00158, 2.80289, -2.47120)
C (3.49165, 3.86359, 2.08764)
C (0.01481, 5.13389, -5.29625)
C (-2.21940, 3.69558, 2.39502)
C (2.39870, -4.03871, 0.51484)
C (-2.88201, -6.04669, 0.99564)
C (-2.10812, 2.33223, 2.04887)
C (2.08137, 1.79156, 4.86645)
C (-1.62459, 2.96346, -1.12331)
C (-0.93997, -6.23385, 2.40440)
C (-0.22559, 3.88541, -4.49991)
C (3.49409, 3.80243, 0.72366)
C (-0.82029, -4.84338, 2.44147)
C (0.16832, 2.64517, -4.99706)
C (-1.95890, -6.82626, 1.68782)
C (-0.60154, 1.55883, -2.98747)
C (0.01391, -3.05285, -2.46577)
C (3.74289, -1.34132, -0.57527)
H (3.72744, -2.03780, -1.41115)
H (-0.28002, 5.00166, -6.33729)
H (3.25358, 3.57114, 4.82696)
H (-3.68688, -6.51084, 0.44290)
H (4.05625, 4.52721, 0.15111)
H (2.03956, 1.71878, 5.94307)
H (1.94011, -4.57969, 1.33867)
H (0.95350, 0.38513, -5.82520)
H (1.91161, -4.30939, -0.41800)
H (0.62903, 2.58811, -5.97613)
H (-1.34040, -4.02501, -1.16188)
H (2.92378, -2.32917, 3.41815)
H (4.36788, -2.47247, 2.40086)
H (-4.30128, -0.22048, 1.23050)
H (-0.03765, -3.97112, -4.31687)
H (-3.46350, -4.04228, 0.50005)
H (-0.86756, 2.87746, -0.34102)
H (4.71866, -1.37484, -0.09290)
H (1.21710, -0.29640, -4.22084)
H (1.07680, 5.38724, -5.28507)
H (3.54540, -0.33837, -0.94761)
H (-5.53482, 4.21403, 1.89306)
H (-2.00796, -2.63838, -1.99367)
H (3.72936, -0.86874, 2.81850)
H (-3.47045, 5.40081, 2.60070)
H (-1.31498, 4.20625, 2.69843)
H (-5.40218, 1.81291, 1.32268)
H (-2.03937, -7.90533, 1.67064)
H (-0.53460, 5.97906, -4.88553)
H (-0.22019, -6.82145, 2.95678)
H (-0.32911, -0.52213, -5.03240)
H (-1.12759, 4.89710, -2.85055)
H (0.93377, -0.01829, 4.53259)
H (1.42403, -3.11641, -3.93652)
H (-1.81153, -4.17717, -2.87084)
H (-0.56724, -0.59562, -2.86740)
H (0.13811, -3.35439, 3.05431)
H (-2.36774, 2.19600, -0.92399)
H (3.45853, -4.28054, 0.45723)
H (-2.09480, 3.94238, -1.03694)

No. 2
C38H40O7ScSi | ωB97M-V/def2-TZVPD

Net charge: +1

Atoms and positions in Å:
Sc (0.29994, -0.06069, -0.06157)
Si (3.24184, 0.37092, 1.63612)
O (-0.24387, -2.29763, -3.43331)
O (-1.13650, -1.08607, 1.32167)
O (1.69761, 0.01235, 1.21999)
O (-0.14496, -1.56305, -1.32465)
O (1.80801, -0.02833, -1.64528)
O (-1.33654, 1.17185, -1.24911)
O (-0.68130, 1.52491, 1.23492)
C (5.57910, -1.80385, -1.02695)
C (3.54906, -0.94783, -4.31260)
C (3.36156, 2.22232, 1.86848)
C (1.01696, 0.38035, -3.88952)
C (4.39092, -1.93719, 5.51962)
C (3.86792, -3.58039, -3.49509)
C (-1.40523, 2.60045, 0.63765)
C (5.03721, -0.90178, 3.44962)
C (-2.00133, 0.74633, -2.45940)
C (0.14484, 2.30636, -5.71117)
C (-1.11246, 0.97476, 2.48657)
C (2.64212, -1.50640, -3.41706)
C (-2.19736, 2.05285, -0.52067)
C (1.11146, 1.73303, -3.58270)
C (4.72583, -1.44119, 0.00495)
C (2.72819, -0.95132, 4.09361)
C (4.38852, -0.09952, 0.22530)
C (2.52080, 3.09920, 1.18049)
C (0.25825, -1.63067, -2.56729)
C (2.81666, -2.82429, -3.00193)
C (4.93007, 0.86598, -0.63398)
C (-1.90551, -0.28451, 2.22366)
C (-1.73260, -2.37771, 1.08806)
C (3.70778, -0.57491, 3.17074)
C (4.60223, -1.70543, -4.80326)
C (4.75746, -3.02393, -4.40318)
C (4.50478, 4.14676, 2.80024)
C (5.77880, 0.50398, -1.67282)
C (2.66309, 4.47498, 1.29230)
C (0.67549, 2.69200, -4.49119)
C (5.37871, -1.57511, 4.61503)
C (0.50297, -0.00302, -5.12783)
C (3.65835, 5.00010, 2.10507)
C (0.06583, 0.95541, -6.02730)
C (6.10762, -0.83044, -1.86460)
C (4.35593, 2.77167, 2.68109)
C (3.06328, -1.62646, 5.25757)
C (1.46852, -0.69216, -2.90121)
H (0.76601, 3.74209, -4.24360)
H (5.81717, -0.63385, 2.74437)
H (-1.85833, -2.88803, 2.04223)
H (5.56745, -3.62074, -4.80258)
H (1.68742, -0.72135, 3.89034)
H (3.98256, -4.60974, -3.18135)
H (-2.69811, -2.25554, 0.59551)
H (-2.20635, 1.61960, -3.07893)
H (4.69915, 1.91386, -0.47422)
H (-0.66276, 3.31946, 0.28917)
H (5.28047, 4.55320, 3.43626)
H (-1.35694, 0.07057, -3.00320)
H (5.83624, -2.84437, -1.17695)
H (-0.33262, 0.64566, -6.98459)
H (2.11308, -3.27616, -2.31271)
H (0.43966, -1.05421, -5.37329)
H (-1.69998, 1.70393, 3.04342)
H (2.29252, -1.91268, 5.96204)
H (3.77448, 6.07211, 2.19640)
H (3.42017, 0.07401, -4.64608)
H (4.33003, -2.20773, 0.66393)
H (6.77715, -1.11404, -2.66579)
H (-0.20137, 0.74172, 3.03570)
H (-2.87736, -0.06696, 1.76933)
H (5.29438, -1.26662, -5.51032)
H (2.75343, -0.12600, -1.42625)
H (-2.53338, 2.86313, -1.17165)
H (-2.05064, 3.08911, 1.36722)
H (1.54144, 2.04923, -2.64258)
H (-3.07382, 1.49037, -0.18290)
H (2.00563, 5.13952, 0.74477)
H (1.74192, 2.69708, 0.53653)
H (6.41381, -1.82074, 4.81402)
H (6.19279, 1.26484, -2.32255)
H (-2.93119, 0.23690, -2.20184)
H (-0.19022, 3.05197, -6.42016)
H (4.65451, -2.46504, 6.42686)
H (5.01910, 2.11685, 3.23665)
H (-2.06898, -0.82971, 3.15582)
H (-1.06574, -2.93250, 0.43900)

What orbital gap values result from the calculations? In sequence: 7.35, 9.12 eV.
What max |F| values result from the calculations? In sequence: 0.49, 0.40 eV/A.